[1]
284
Properties=species:S:1:pos:R:3:mulliken_charge:R:1 method="wB97M-V/def2-TZVPD" homo_energy_ha=-0.806 total_energy_ha=-7786.2555 gap_ev=8.346 total_charge=+8
N -12.93 -1.16 -6.45 0.52
H -14.84 9.05 2.43 0.34
H -20.75 -0.75 -8.74 0.44
C -15.93 7.93 1.04 -0.89
H -18.73 6.60 -12.13 0.24
C -21.81 7.47 1.00 -1.39
N -17.39 7.61 -13.61 -0.03
H -8.74 -4.31 0.13 0.39
H -10.59 -0.16 0.92 0.68
H -15.80 3.99 -4.39 -0.87
H -11.69 1.05 -7.92 0.13
C -20.38 0.21 -9.12 -0.73
N -21.16 1.24 -8.21 0.15
C -4.70 5.74 -5.27 -0.55
H -14.61 -0.69 -2.65 0.47
C -22.62 1.22 -8.59 -0.76
C -14.35 6.88 2.57 -0.96
C -3.89 6.36 -6.44 -1.24
H -18.64 8.58 -3.60 0.26
H -9.69 8.64 -4.24 0.71
H -13.55 -0.41 -8.31 0.33
H -4.20 5.96 -4.32 0.45
H -17.30 -1.97 2.74 0.37
H -18.02 4.93 -3.59 0.50
H -18.48 5.27 -0.99 0.74
C -17.12 5.47 -3.88 -0.95
C -14.66 8.19 1.79 -0.56
H -10.89 1.71 -11.66 0.38
N -17.52 1.01 -14.71 0.39
H -15.70 -1.31 3.03 0.30
H -11.70 4.30 -7.11 -0.42
H -10.70 3.94 -0.77 -0.64
H -19.15 -2.47 -13.27 0.54
H -21.66 1.09 -12.57 0.02
H -10.15 4.24 3.22 0.43
C -13.73 -1.94 -5.61 -0.38
H -14.18 -0.07 1.34 0.72
C -8.67 8.26 -4.25 -1.08
C -9.65 -4.89 -0.02 -1.41
H -15.15 -3.25 1.86 0.44
H -11.93 6.69 -0.63 0.45
O -21.89 3.82 -6.55 -0.49
H -13.49 1.74 -1.01 0.64
C -13.43 -0.07 -7.29 -0.17
F -15.48 3.19 -11.01 -0.55
C -16.35 -2.91 -13.17 -0.41
C -18.74 6.96 -13.16 -0.99
H -11.75 4.14 2.43 0.18
C -14.48 0.34 -2.32 -1.21
H -9.69 -2.58 -4.14 0.33
H -9.76 -3.50 -5.73 0.47
H -9.69 7.49 -1.62 0.69
C -7.39 2.67 -9.92 -0.37
H -17.64 3.07 -5.65 0.35
C -16.96 8.64 -12.53 -0.83
H -9.98 4.52 -4.36 0.59
C -11.60 1.67 1.38 -1.30
H -20.13 2.62 -9.31 0.16
H -19.48 2.53 -7.68 -0.06
N -19.57 1.68 -14.44 0.27
H -11.11 7.22 -5.46 0.73
H -9.58 -5.93 -0.32 0.38
C -8.39 2.31 -10.85 -0.28
H -16.85 10.82 -3.78 0.33
H -8.36 8.18 -5.29 0.50
C -11.24 6.31 -4.87 -1.31
H -6.55 5.79 -6.04 -0.09
H -7.25 2.67 -6.89 0.34
H -21.83 8.55 0.91 0.36
H -13.07 2.01 -7.78 -0.20
C -7.83 10.65 -3.91 -0.77
C -11.91 -1.81 -1.17 -0.77
F -15.10 3.14 -8.51 -0.56
H -16.82 8.17 -11.56 0.22
H -17.99 -1.31 -10.67 -0.21
H -19.35 0.24 -8.78 0.18
H -11.70 4.12 -10.96 0.50
H -19.22 3.14 -12.89 0.64
C -9.24 5.41 -1.13 -1.57
H -15.65 5.36 -5.40 0.10
H -10.64 -4.11 -4.32 0.35
C -16.37 0.34 -15.20 -0.78
C -13.25 0.81 -1.53 -1.17
C -6.13 6.26 -5.15 -0.03
C -18.83 0.91 -15.20 -0.17
C -12.56 1.19 -7.27 -0.35
H -23.07 2.06 -8.07 0.35
H -22.04 4.05 -8.46 0.50
C -21.02 1.84 -14.49 -0.70
C -11.93 3.17 -10.49 -0.08
H -12.67 5.32 -0.03 0.28
H -12.99 -0.60 -13.23 0.37
C -11.60 -1.53 -6.24 -0.39
H -16.64 -0.65 -15.59 0.37
N -16.69 -2.11 -12.06 0.44
H -18.12 10.23 -5.94 0.33
C -10.45 2.50 1.93 -0.38
C -13.76 -0.94 0.83 -1.01
C -12.44 5.38 -5.35 0.04
H -12.84 2.78 -10.95 -0.12
H -15.47 -1.29 -0.29 0.04
C -21.00 0.70 -6.74 -0.91
H -11.37 -1.50 -2.07 0.68
H -16.60 -3.05 0.80 0.40
H -21.62 7.19 2.03 0.36
C -21.19 3.85 -7.81 -1.11
H -8.52 2.02 -11.88 0.47
H -12.33 1.52 -6.26 0.41
C -10.86 2.07 -10.63 -0.43
C -15.77 6.91 -0.13 -0.80
C -10.58 -4.07 -0.92 -0.28
H -20.57 4.74 -7.89 0.58
C -16.27 6.57 -14.04 -0.75
H -15.97 9.00 -12.82 0.39
C -14.98 -2.60 -13.48 -0.75
H -12.19 3.38 -9.45 -0.20
C -9.89 5.56 -4.68 -1.04
H -15.42 6.63 -3.19 0.36
H -16.90 8.48 -4.17 0.36
H -13.41 4.60 -6.96 0.00
H -15.32 0.46 -1.64 0.51
H -15.73 5.18 -2.24 0.41
H -22.59 1.42 -9.66 0.33
C -15.98 0.56 -4.38 -1.35
H -9.85 1.80 2.51 0.43
H -22.87 7.27 0.81 0.40
C -10.94 3.57 2.89 -1.40
H -18.01 4.54 -6.53 0.46
H -11.10 4.91 -2.14 -0.35
H -21.25 -0.36 -6.77 0.43
C -6.94 5.89 -3.86 -1.22
H -6.79 8.90 -3.41 0.28
H -15.55 7.16 -14.61 0.37
H -19.96 0.74 -6.42 0.33
H -10.56 0.95 -0.44 0.53
H -6.82 4.81 -3.73 0.60
H -12.34 1.03 -2.07 0.52
H -10.15 3.24 -8.27 -0.08
C -16.43 -1.51 2.25 -1.20
C -11.05 -2.75 -0.29 -1.01
F -17.53 3.44 -9.45 -0.51
H -16.79 5.81 -14.63 0.40
H -14.04 6.07 1.91 0.03
C -10.74 4.97 -1.12 1.39
H -19.15 6.29 -13.91 0.48
H -7.94 7.03 -1.48 0.65
H -13.42 7.02 3.12 0.39
H -13.84 8.34 1.08 0.27
H -6.35 3.93 -7.71 0.37
H -12.54 -2.15 -12.45 0.43
H -17.72 7.77 -15.83 0.34
H -15.45 -1.07 -10.70 0.53
H -11.60 6.63 -3.89 0.41
H -20.54 0.35 -10.19 0.23
C -9.37 2.99 -8.97 -0.09
C -15.50 -1.49 -11.69 -0.56
H -14.80 -1.81 -5.70 0.67
H -16.57 2.27 -13.37 0.88
H -21.51 1.39 -6.07 0.40
N -14.49 -1.69 -12.56 0.29
H -19.46 7.77 -13.03 0.51
H -14.78 6.98 -0.59 0.19
F -17.17 1.30 -10.80 -0.40
C -17.62 8.95 -3.51 -0.42
C -17.22 4.00 -6.02 -1.09
H -12.05 1.13 2.21 0.61
H -8.64 4.59 -1.52 0.43
H -10.12 -2.19 -0.19 0.32
C -6.97 10.62 -5.21 -1.11
C -18.81 2.37 -13.53 -1.28
C -12.43 5.06 -6.84 -0.05
H -14.45 0.16 -6.95 -0.37
H -7.47 10.15 -6.06 0.27
H -16.12 0.92 -5.40 0.00
H -4.04 7.43 -6.38 0.31
C -11.17 0.60 0.39 -0.96
H -17.67 9.28 -1.29 0.83
H -21.98 4.74 -6.31 0.33
H -16.19 -0.50 -4.49 0.41
F -16.73 1.27 -8.20 -0.54
C -10.28 -3.21 -4.81 -0.92
H -18.96 6.94 1.00 0.35
H -19.59 10.46 -5.23 0.37
H -15.60 0.26 -14.44 0.16
H -23.15 0.29 -8.37 0.34
H -13.02 -3.55 -4.21 0.55
H -12.87 -0.92 -11.41 0.16
H -19.18 8.07 -0.20 0.33
H -6.08 7.34 -5.29 0.04
C -20.40 2.59 -8.25 0.28
C -20.91 6.69 -0.02 -0.56
H -11.14 5.86 0.76 0.29
C -19.41 7.02 0.01 -0.58
H -16.10 9.30 -1.83 0.74
H -6.89 11.64 -5.60 0.41
C -13.19 -1.27 -12.40 -0.83
H -15.89 0.82 -16.06 0.37
H -14.69 6.59 -12.50 0.38
P -12.54 -0.34 -0.30 1.14
H -17.06 9.22 -15.01 0.42
C -7.83 9.22 -3.38 -0.76
H -8.83 11.01 -4.16 0.33
H -9.93 -4.80 1.03 0.38
H -12.61 4.50 -4.74 0.23
H -10.03 -3.91 -1.85 0.02
H -10.75 -1.11 -6.77 0.50
H -4.21 6.04 -7.43 0.29
H -11.02 1.17 -10.03 0.18
H -9.05 5.40 -0.06 0.76
H -19.17 -0.79 -12.76 -0.02
H -20.11 -2.02 -11.92 0.47
C -17.55 1.92 -13.65 -0.41
C -16.21 6.01 -2.76 -0.79
H -21.45 -0.23 -13.71 0.27
H -11.45 -4.65 -1.22 0.44
H -16.77 7.67 1.68 0.32
H -21.08 5.62 0.09 0.35
C -15.49 5.94 -12.84 -0.43
H -7.99 4.22 -6.96 -0.22
As -16.18 2.23 -9.66 2.33
H -19.17 0.21 -15.95 0.41
H -9.85 3.00 1.17 0.27
H -14.24 -3.01 -14.15 0.55
H -16.62 -0.51 1.86 0.29
H -17.63 9.50 -12.45 0.44
C -17.70 8.34 -14.90 -0.83
C -11.67 5.72 -0.18 -1.22
C -17.85 10.40 -3.78 -0.53
H -15.72 5.88 0.23 0.71
H -16.01 4.90 -11.15 0.15
C -7.36 3.54 -7.54 -0.22
C -17.03 8.77 -2.02 -1.46
H -12.28 5.94 -7.46 0.52
C -19.15 -1.81 -12.39 -1.00
H -16.24 8.87 0.59 0.44
H -18.81 11.80 -5.22 0.41
H -18.37 10.92 -2.97 0.40
C -12.84 -2.80 -4.96 -0.78
H -21.32 1.60 -15.51 0.36
H -13.80 0.91 -4.19 -0.19
P -8.69 6.53 -3.64 0.91
C -18.02 -2.13 -11.39 -0.02
H -9.38 5.58 -5.64 0.50
C -14.81 -1.91 0.32 -0.48
H -14.35 -2.73 -0.22 0.18
H -13.10 -1.44 1.54 0.72
H -16.98 -3.74 -13.45 0.56
H -8.11 9.18 -2.33 0.49
H -16.52 3.61 -6.76 -0.01
H -2.82 6.28 -6.28 0.40
C -16.39 4.73 -4.93 1.33
H -21.29 6.94 -1.01 0.36
H -18.13 -3.10 -10.89 0.33
H -14.70 2.17 -3.54 -0.09
H -12.43 2.33 1.17 0.54
H -19.23 6.45 -2.06 0.51
N -9.60 2.47 -10.20 0.25
H -18.71 8.71 -14.71 0.41
C -8.94 6.73 -1.82 -1.16
H -21.38 2.84 -14.28 0.37
N -8.00 3.10 -8.79 0.29
O -16.33 5.60 -11.73 -0.36
C -14.72 1.08 -3.64 0.55
C -21.76 0.81 -13.62 -0.71
H -7.40 11.43 -3.29 0.37
H -13.34 5.90 -5.03 -0.22
H -6.31 2.64 -10.00 0.49
H -11.19 3.16 3.86 0.40
H -6.02 10.09 -5.15 0.28
H -6.44 6.28 -2.98 0.67
C -18.65 6.33 -1.14 -0.88
C -15.79 -2.54 1.34 -0.71
H -15.16 6.47 3.18 0.41
N -11.51 -2.53 -5.29 0.17
H -14.99 5.01 -13.12 0.42
H -12.81 -2.27 -1.55 0.38
P -16.93 6.99 -1.50 0.78
F -14.90 1.02 -9.88 -0.32
H -16.93 0.79 -3.91 0.54
H -22.82 0.79 -13.86 0.46
H -11.52 -2.97 0.67 0.47
H -17.49 6.37 -4.37 0.16
H -4.72 4.65 -5.36 0.34
C -18.55 10.75 -5.08 -1.46

***

[2]
82
Properties=species:S:1:pos:R:3:lowdin_spin:R:1 method="wB97M-V/def2-TZVPD" homo_energy_ha="-0.352 / -0.357" total_energy_ha=-5350.9388 gap_ev="6.299 / 6.568" multiplicity=3 total_charge=+1
H 1.61 2.93 2.37 0.00
H -2.71 3.11 -3.73 0.00
C 4.02 -1.45 -3.42 0.01
H -0.25 -2.32 -2.52 0.00
C -2.24 -0.61 3.20 0.00
C -1.39 -3.03 0.12 -0.01
C 4.68 -0.92 4.19 0.00
H 3.09 -3.33 -2.88 0.00
C 1.69 -0.26 -2.50 0.00
H 0.14 4.84 5.96 0.00
C -3.70 -0.25 0.03 0.00
H 1.31 -0.84 0.27 -0.02
H -1.23 -4.05 4.69 0.00
C -0.68 3.75 -4.15 -0.01
C 1.33 -3.30 0.73 0.00
H 5.67 -1.11 4.62 0.00
H 1.43 -0.51 5.14 0.00
H -4.28 -1.17 3.65 0.00
C 2.48 2.02 -2.79 0.00
C 0.68 3.49 -3.95 0.00
C -1.65 2.91 -3.59 0.00
C -0.53 -2.23 3.76 0.00
C 0.96 4.01 4.14 0.00
C -3.23 -1.47 3.68 0.00
H -3.32 1.22 -2.43 0.00
H 4.93 -1.93 -3.79 0.00
C -1.28 1.79 -2.83 0.00
C -0.57 1.74 4.72 0.00
H 3.19 -0.27 1.19 0.00
C 0.17 3.98 5.29 0.00
C 2.73 0.56 -2.98 0.00
H -3.60 2.66 -0.18 0.00
C 2.17 -0.38 3.10 0.00
C 1.09 2.38 -3.22 0.00
H 3.66 -1.00 6.10 0.00
H -3.72 -0.53 1.09 0.00
H -2.13 -2.75 -0.65 0.00
H -2.52 0.38 2.83 0.00
C 3.56 -0.85 5.03 0.00
N 0.53 0.37 -2.05 -0.02
P 0.19 -2.19 -0.15 -0.02
H -1.22 -4.12 0.05 0.00
H -3.75 -1.16 -0.58 0.00
C -0.89 -0.99 3.23 0.01
C -2.61 2.38 0.20 0.01
H 3.24 2.65 -3.26 0.00
C -0.60 2.85 5.58 0.00
C 4.54 -0.73 2.81 0.00
H 0.52 -2.53 3.81 0.00
C -1.52 -3.09 4.26 0.00
C 0.22 1.78 3.56 0.01
H -1.22 2.82 6.47 0.00
P -2.19 0.69 -0.34 0.03
H 0.92 -3.57 -1.97 0.00
C -2.30 0.86 -2.20 0.01
H -1.86 3.09 -0.16 0.00
H 1.57 4.88 3.92 0.00
H 2.36 -2.95 0.63 0.00
H 1.24 -4.31 0.29 0.00
C 0.65 -2.50 -1.92 0.01
H 5.42 -0.78 2.16 0.00
H 2.48 2.17 -1.65 0.00
C 1.81 -1.67 -2.43 0.01
C 0.98 2.91 3.27 0.00
H -2.20 -0.16 -2.61 0.00
C 3.89 -0.05 -3.46 0.00
H -1.79 -2.79 1.11 0.00
H 4.69 0.57 -3.87 0.00
C -2.86 -2.71 4.22 0.00
C 3.29 -0.45 2.27 0.00
C 0.10 1.51 -2.71 0.00
H 1.07 -3.34 1.80 0.00
C 2.99 -2.24 -2.91 0.00
H -1.15 0.86 4.97 0.00
H -1.00 4.61 -4.73 0.00
H 1.44 4.14 -4.38 0.00
H -4.58 0.38 -0.19 0.00
As 0.42 0.21 2.34 0.05
C 2.30 -0.58 4.48 0.00
H -3.64 -3.39 4.60 0.00
V 0.05 0.11 -0.04 1.91
H -2.62 2.41 1.30 0.00

***

[3]
4
Properties=species:S:1:pos:R:3:mulliken_charge:R:1 method="wB97M-V/def2-TZVPD" homo_energy_ha="-0.403 / -0.316" total_energy_ha=-1721.8776 relative_energy_kj_mol=308.0 gap_ev="9.196 / 5.450"
Cl -0.02 -0.39 0.89 -0.04
Cl -1.72 1.48 -0.63 -0.10
P 0.12 1.24 -0.17 0.35
Cl 1.62 -2.33 -0.09 -0.21

***

[4]
9
Properties=species:S:1:pos:R:3:mulliken_charge:R:1 method="wB97M-V/def2-TZVPD" homo_energy_ha=-0.369 total_energy_ha=-226.1724 relative_energy_kj_mol=138.5 gap_ev=11.229 smiles=C#CC.N#N
N 2.66 1.03 -2.00 -0.15
H -0.66 -0.65 -0.97 0.31
C -0.86 0.17 0.95 -0.06
C -0.58 -0.90 0.05 -1.29
N 2.11 0.15 -1.63 0.14
H 0.39 -1.31 0.00 0.34
H -1.08 -1.83 0.19 0.33
H -0.95 2.16 1.84 0.41
C -1.04 1.18 1.55 -0.04

***

[5]
17
Properties=species:S:1:pos:R:3:mulliken_charge:R:1 method="wB97M-V/def2-TZVPD" homo_energy_ha=-0.519 total_energy_ha=-326.2221 relative_energy_kj_mol=156.7 gap_ev=9.191 smiles="C=[NH+]CCCC=O" total_charge=+1
H 1.67 -2.16 0.49 0.42
C -1.76 1.68 -1.28 -0.10
C 2.22 -0.12 0.51 0.06
C 1.21 -1.19 0.69 -0.76
O 2.07 0.93 -0.07 -0.53
N -0.87 1.22 -0.52 0.10
H -0.62 -2.04 0.25 0.33
H -0.75 0.37 1.30 0.42
C -0.13 -1.14 -0.06 -0.58
H 0.11 1.54 -0.48 0.25
C -1.06 0.04 0.36 -0.87
H 3.17 -0.34 0.95 0.39
H 0.04 -1.11 -1.10 0.41
H -2.65 1.12 -1.55 0.27
H 1.08 -1.33 1.76 0.40
H -1.66 2.68 -1.71 0.28
H -2.07 -0.17 0.46 0.51